[1]
Density functional theory data (the ωB97M-V functional and the def2-TZVPD basis) for 4 unconnected molecules or ions with the total composition C22H52BrFNO4PS in a non-equilibrium geometry.

Geometry as ORCA input:
```
! wB97M-V def2-TZVPD RIJCOSX def2/J DEFGRID3
* xyz 0 1
C 0.5287 -0.6384 -2.0361
C -0.4232 -0.5103 -3.2194
O -1.7534 -0.2778 -2.7801
C -2.4783 0.3395 -3.8294
C -3.9793 -0.0290 -3.8070
N -4.4275 -0.5165 -2.4648
P -5.2534 -2.0867 -2.6965
O -6.2755 -1.8998 -3.9580
Br -6.6687 -2.4602 -0.9912
S -5.3223 0.6816 -1.7262
O -4.7196 1.9168 -2.0117
O -5.5069 0.4148 -0.3729
F -6.6934 0.6532 -2.4866
H 1.4572 -0.1457 -2.3128
H 0.1664 -0.1642 -1.1329
H 0.7579 -1.6852 -1.8748
H -0.3681 -1.4069 -3.8403
H -0.0749 0.3024 -3.8576
H -2.0834 -0.0413 -4.7676
H -2.4080 1.4233 -3.7606
H -4.5834 0.7974 -4.1531
H -4.1175 -0.8152 -4.5423
H -6.7333 -1.0410 -3.9153
C 0.7673 3.3401 -2.7470
C 1.8559 2.9363 -1.7564
C 2.5882 4.1270 -1.1415
C 3.3516 4.9995 -2.1391
C 4.4031 4.2618 -2.9672
C 5.5198 3.6533 -2.1238
H 1.1785 3.8812 -3.6007
H 0.2542 2.4584 -3.1346
H 0.0213 3.9763 -2.2671
H 2.5653 2.2624 -2.2458
H 1.3949 2.3591 -0.9502
H 3.2759 3.7603 -0.3744
H 1.8629 4.7557 -0.6160
H 3.8396 5.8086 -1.5870
H 2.6445 5.4847 -2.8175
H 4.8425 4.9694 -3.6748
H 3.9305 3.4814 -3.5700
H 6.0334 4.4236 -1.5452
H 6.2589 3.1663 -2.7614
H 5.1400 2.9006 -1.4314
C -2.1698 -1.4670 0.3750
C -2.3815 -2.4079 1.5531
C -3.4641 -1.9120 2.5050
C -3.1632 -0.5754 3.1830
C -1.8627 -0.5513 3.9802
C -1.8359 -1.5350 5.1465
H -1.8328 -0.4808 0.7007
H -1.4108 -1.8680 -0.2984
H -3.0885 -1.3370 -0.1983
H -1.4386 -2.5633 2.0873
H -2.6738 -3.3885 1.1667
H -3.6464 -2.6762 3.2666
H -4.4010 -1.8086 1.9480
H -3.9999 -0.3246 3.8425
H -3.1277 0.2188 2.4325
H -1.7151 0.4589 4.3723
H -1.0219 -0.7439 3.3114
H -2.6468 -1.3289 5.8479
H -0.8940 -1.4555 5.6925
H -1.9295 -2.5677 4.8071
C 4.7758 -3.5225 3.2991
C 3.6028 -2.7897 3.9444
C 2.2878 -2.9629 3.1868
C 2.2865 -2.4079 1.7615
C 2.6242 -0.9218 1.6479
C 1.6223 -0.0266 2.3689
H 4.9832 -3.1477 2.2958
H 5.6830 -3.3923 3.8906
H 4.5732 -4.5931 3.2275
H 3.8463 -1.7287 4.0472
H 3.4694 -3.1701 4.9603
H 1.4838 -2.4946 3.7626
H 2.0415 -4.0285 3.1429
H 1.2961 -2.5797 1.3260
H 2.9875 -2.9778 1.1450
H 2.6408 -0.6526 0.5877
H 3.6316 -0.7290 2.0267
H 0.6173 -0.1799 1.9707
H 1.8803 1.0252 2.2333
H 1.6016 -0.2230 3.4419
*
```

- SMILES = CCOCCN(P(O)Br)S(=O)(=O)F.CCCCCC.CCCCCC.CCCCCC
- calculated total energy (a.u.) = -4638.58378

[2]
Density functional theory data (the ωB97M-V functional and the def2-TZVPD basis) for a single C5H5F molecule in a non-equilibrium geometry.

Geometry as ORCA input:
```
! wB97M-V def2-TZVPD RIJCOSX def2/J DEFGRID3
* xyz 0 1
F 2.4675 0.0055 -0.0852
C 1.2367 -0.1709 0.1163
C 0.3255 -1.1838 0.0691
C -1.0865 -0.5309 -0.0914
C -0.7170 0.9923 -0.0037
C 0.5357 1.2274 0.0071
H 0.7358 -2.2351 -0.0562
H -1.5697 -0.8001 0.8438
H -1.6332 -1.1088 -0.7755
H -1.4862 1.7949 -0.1096
H 1.1913 2.0094 0.0854
*
```

- SMILES = FC1=CCC=C1
- energy relative to the best compared isomer or geometry (same formula, charge and spin) (kJ/mol) = 141.77

[3]
Density functional theory data (the ωB97M-V functional and the def2-TZVPD basis) for a molecular structure, C42H91BrFeN2O6S2Si3.

Geometry as ORCA input:
```
! wB97M-V def2-TZVPD RIJCOSX def2/J DEFGRID3
* xyz 0 5
Fe -0.7383 -0.7487 -0.4221
C -2.6361 -0.8451 -3.3792
C -3.5855 -0.4495 -2.2578
C -4.9170 -1.1715 -2.4008
C -3.7773 1.0564 -2.2509
O -2.9307 -0.8546 -1.0239
Si -3.4587 -0.9208 0.5644
S -1.7379 -1.4117 1.6106
O -4.1309 0.5391 0.8247
C -4.3435 1.2987 2.0215
C -3.0529 2.0422 2.3251
C -4.7531 0.3893 3.1736
C -5.4674 2.2718 1.6879
O -4.7034 -1.9790 0.7139
C -4.7673 -3.3859 0.9813
C -6.1094 -3.8481 0.4316
C -3.6285 -4.1346 0.2917
C -4.7057 -3.5961 2.4894
H -3.0541 -0.5463 -4.3429
H -2.4771 -1.9243 -3.3870
H -1.6751 -0.3415 -3.2562
H -5.3989 -0.8638 -3.3311
H -5.5834 -0.9328 -1.5711
H -4.7733 -2.2524 -2.4313
H -4.1926 1.3815 -3.2084
H -2.8130 1.5406 -2.0989
H -4.4493 1.3598 -1.4490
H -2.2654 1.3446 2.6190
H -3.2075 2.7649 3.1309
H -2.7178 2.5732 1.4329
H -3.9513 -0.3095 3.4210
H -5.6470 -0.1792 2.9089
H -4.9692 0.9836 4.0646
H -5.1728 2.9027 0.8458
H -5.6991 2.9120 2.5411
H -6.3661 1.7200 1.4072
H -6.1480 -3.6948 -0.6485
H -6.9149 -3.2725 0.8899
H -6.2720 -4.9072 0.6428
H -3.6217 -3.9167 -0.7770
H -3.7512 -5.2129 0.4259
H -2.6700 -3.8277 0.7139
H -5.5374 -3.0787 2.9711
H -3.7704 -3.2016 2.8870
H -4.7715 -4.6593 2.7350
N -0.6262 -2.5725 -1.4612
C -0.5417 -3.7238 -1.4827
N -0.4475 -5.0249 -1.5062
C -0.5561 -5.7723 -2.7648
C 0.7821 -6.4338 -3.0839
C 1.4572 -6.9845 -1.8084
C 0.4664 -7.1206 -0.6563
C -0.0983 -5.7584 -0.2731
H -0.8628 -5.0782 -3.5447
H -1.3544 -6.5091 -2.6560
H 1.4352 -5.7012 -3.5601
H 0.6141 -7.2274 -3.8142
H 2.2617 -6.3124 -1.4981
H 1.9236 -7.9477 -2.0142
H 0.9474 -7.5499 0.2230
H -0.3431 -7.8032 -0.9275
H 0.6545 -5.1751 0.2615
H -0.9773 -5.8492 0.3676
C 0.7772 5.8703 1.4519
C 1.2737 4.4306 1.3991
C 2.7250 4.3752 1.8527
C 0.4045 3.5297 2.2663
O 1.2741 3.9761 0.0323
Si 0.0308 3.4937 -0.9335
S -0.2179 1.4252 -0.8945
O -1.3010 4.3083 -0.4509
C -2.1925 5.2506 -1.0720
C -1.4037 6.4456 -1.5945
C -2.9541 4.5679 -2.1968
C -3.1520 5.6892 0.0274
O 0.3727 3.9693 -2.4614
C 1.6035 4.0267 -3.1997
C 1.1951 4.0539 -4.6656
C 2.3344 5.3095 -2.8193
C 2.4721 2.8095 -2.9160
H 0.8539 6.2582 2.4706
H -0.2636 5.9237 1.1383
H 1.3803 6.5011 0.7950
H 2.8200 4.7002 2.8908
H 3.3410 5.0228 1.2252
H 3.1004 3.3578 1.7681
H 0.5120 3.8017 3.3194
H 0.6895 2.4842 2.1400
H -0.6453 3.6306 1.9925
H -0.7128 6.1360 -2.3780
H -0.8356 6.9114 -0.7876
H -2.0872 7.1918 -2.0066
H -2.2703 4.2317 -2.9788
H -3.6792 5.2553 -2.6388
H -3.4910 3.7060 -1.8030
H -2.6089 6.1944 0.8281
H -3.6548 4.8191 0.4493
H -3.9054 6.3742 -0.3671
H 0.5435 4.9085 -4.8558
H 0.6513 3.1418 -4.9166
H 2.0713 4.1317 -5.3127
H 1.7048 6.1773 -3.0256
H 3.2580 5.4089 -3.3947
H 2.5801 5.2995 -1.7569
H 1.9303 1.8906 -3.1441
H 2.7644 2.7830 -1.8661
H 3.3787 2.8506 -3.5255
C 6.1778 -0.0053 0.7033
C 4.6923 0.0307 0.3064
C 4.1180 1.3912 0.7228
C 4.5948 -0.0388 -1.2254
Si 3.7257 -1.3643 1.1803
Br 1.7921 -1.5425 0.0098
C 4.5404 -3.0885 0.9805
C 5.6737 -3.2562 2.0073
C 5.1425 -3.2420 -0.4241
C 3.5466 -4.2468 1.1617
C 3.1742 -0.9664 2.9666
C 2.6082 -2.2171 3.6563
C 2.0546 0.0874 2.9969
C 4.3571 -0.4475 3.8018
H 6.6827 0.8628 0.2668
H 6.6876 -0.8958 0.3286
H 6.3292 0.0424 1.7849
H 4.6280 2.1788 0.1578
H 4.2770 1.6012 1.7802
H 3.0478 1.4747 0.5055
H 5.1731 0.7942 -1.6387
H 3.5656 0.0774 -1.5681
H 4.9970 -0.9592 -1.6490
H 6.4353 -2.4771 1.9246
H 6.1721 -4.2169 1.8366
H 5.3057 -3.2612 3.0349
H 5.9632 -2.5486 -0.6101
H 4.3929 -3.1012 -1.2077
H 5.5439 -4.2561 -0.5259
H 3.1048 -4.2869 2.1557
H 4.0807 -5.1898 0.9984
H 2.7354 -4.1910 0.4322
H 1.7744 -2.6485 3.0963
H 2.2231 -1.9266 4.6390
H 3.3595 -2.9912 3.8197
H 1.1463 -0.2609 2.5003
H 2.3381 1.0343 2.5420
H 1.8005 0.2893 4.0432
H 5.1958 -1.1482 3.8342
H 4.0224 -0.2939 4.8331
H 4.7312 0.5116 3.4392
*
```

- energy relative to the best compared isomer or geometry (same formula, charge and spin) (kJ/mol) = 31.21
- <S²> = 6.01

[4]
Density functional theory data (the ωB97M-V functional and the def2-TZVPD basis) for 12 unconnected molecules or ions with the total composition C37H53Br2F3N13OPS3Si in a non-equilibrium geometry.

Geometry as ORCA input:
```
! wB97M-V def2-TZVPD RIJCOSX def2/J DEFGRID3
* xyz 0 1
C -4.3500 -7.5122 1.5105
Si -4.7030 -6.7658 -0.2636
C -3.3225 -7.4621 -1.4196
C -6.4220 -7.5071 -0.8009
O -4.7028 -5.0181 -0.0801
C -4.6287 -4.3286 -1.3791
C -3.9537 -2.8305 -1.0662
C -3.0314 -3.0410 0.2852
C -3.6901 -2.4909 1.7195
S -5.3714 -1.6412 1.8280
C -2.8557 -2.6923 3.1536
P -3.6422 -2.1000 4.8346
S -4.4422 -3.7323 5.6286
C -1.3652 -3.4096 3.2227
N -0.5278 -3.6387 4.4616
S 0.8725 -4.4726 3.7423
N 0.5282 -4.5891 2.0237
C -0.8024 -3.9274 1.7409
C -1.5371 -3.7923 0.2811
C -0.9700 -4.3513 -1.1521
C 0.6293 -4.1004 -1.4129
C 0.9934 -2.6681 -2.1383
F 2.4725 -2.7329 -2.4401
Br 0.1163 -2.4675 -3.9679
C 0.7890 -1.3462 -1.1891
F 0.8501 -1.6461 0.2859
F 1.9779 -0.4551 -1.4631
Br -0.8617 -0.2573 -1.6657
H -5.2073 -8.2862 1.8058
H -3.3537 -8.1633 1.4379
H -4.2103 -6.6929 2.3359
H -3.3039 -6.9156 -2.4563
H -2.2813 -7.4384 -0.8527
H -3.5634 -8.6190 -1.5819
H -6.2796 -8.6860 -0.7628
H -6.6653 -7.2271 -1.9356
H -7.2600 -7.1628 -0.0528
H -5.6741 -4.2557 -1.9048
H -3.8947 -4.8321 -2.1563
H -3.3104 -2.5622 -2.0324
H -4.7627 -1.9886 -0.9764
H -6.0729 -2.3090 2.8523
H -2.6572 -1.6308 5.7796
H -4.7295 -1.1782 4.6083
H -1.5909 -3.9330 -2.0647
H -1.1657 -5.5280 -1.1486
H 0.9756 -4.9472 -2.1799
H 1.3135 -4.2285 -0.4708
C 2.0948 2.8873 -1.6977
C 2.6691 4.2872 -1.5530
N 3.1454 5.4485 -1.4328
H 1.2194 2.7748 -1.0521
H 1.7972 2.7119 -2.7351
H 2.8455 2.1451 -1.4123
C -8.3100 -5.5617 6.7196
C -8.1771 -4.5811 5.5657
N -8.0668 -3.7678 4.6086
H -7.5005 -6.2957 6.6801
H -8.2592 -5.0262 7.6715
H -9.2683 -6.0846 6.6559
C 4.1768 7.9988 -3.0865
C 4.3096 8.9793 -4.2404
N 4.4200 9.7927 -5.1975
H 4.9863 7.2647 -3.1260
H 4.2276 8.5342 -2.1346
H 3.2185 7.4758 -3.1502
C 3.8375 -0.0902 -4.8079
C 2.7293 0.8498 -5.2539
N 1.8101 1.6296 -5.6239
H 4.7566 0.1293 -5.3582
H 4.0245 0.0352 -3.7379
H 3.5466 -1.1268 -4.9996
C 8.2436 6.4974 -3.2724
C 7.5111 6.8851 -1.9982
N 6.9035 7.2066 -0.9412
H 7.9826 5.4741 -3.5559
H 7.9634 7.1743 -4.0841
H 9.3240 6.5587 -3.1147
C -10.6843 -6.3653 9.9251
C -9.2074 -6.0731 9.7152
N -7.9824 -5.8306 9.5411
H -11.2687 -5.4517 9.7852
H -11.0213 -7.1173 9.2064
H -10.8494 -6.7420 10.9384
C 2.4724 11.8490 -7.4471
C 2.7782 13.0266 -8.3583
N 3.0319 14.0035 -9.1141
H 3.4031 11.3650 -7.1383
H 1.9386 12.1947 -6.5576
H 1.8505 11.1209 -7.9751
C 0.0314 7.3459 -0.9451
C -1.4039 6.8454 -0.9411
N -2.5944 6.4301 -0.9378
H 0.7157 6.5144 -1.1354
H 0.1611 8.0998 -1.7264
H 0.2735 7.7917 0.0236
C 6.8499 11.3722 -0.0599
C 5.4146 10.8717 -0.0559
N 4.2241 10.4565 -0.0525
H 7.5341 10.5408 -0.2502
H 6.9796 12.1261 -0.8412
H 7.0919 11.8180 0.9088
C 4.8516 -5.0570 6.3804
C 3.4164 -5.5575 6.3844
N 2.2258 -5.9727 6.3877
H 5.5359 -5.8884 6.1901
H 4.9813 -4.3031 5.5991
H 5.0937 -4.6112 7.3491
C 8.5000 1.6811 -2.6249
C 8.8058 2.8587 -3.5361
N 9.0596 3.8356 -4.2919
H 9.4307 1.1971 -2.3161
H 7.9662 2.0268 -1.7354
H 7.8781 0.9529 -3.1529
*
```

- calculated total energy (a.u.) = -9500.90955

[5]
Density functional theory data (the ωB97M-V functional and the def2-TZVPD basis) for a molecular structure, ClCu2O8PPb3 in a non-equilibrium geometry.

Geometry as ORCA input:
```
! wB97M-V def2-TZVPD RIJCOSX def2/J DEFGRID3
* xyz 4 1
Cu 9.8168 18.9000 -13.0606
Cu 14.4871 17.6997 -9.6092
Pb 13.9268 11.1818 -9.7481
Pb 12.6527 17.1306 -3.0925
Pb 6.7941 13.6385 -4.5448
P 15.8995 14.8788 -5.5496
O 17.3342 14.9701 -5.7736
O 15.3051 16.2601 -5.8324
O 15.5847 14.6210 -4.0641
O 15.3075 13.5872 -6.1045
Cl 10.0120 15.8221 -8.6712
O 8.5828 15.7970 -8.4564
O 10.3353 16.9441 -9.3483
O 10.3332 15.6914 -7.3022
O 10.4813 14.7350 -9.5082
*
```

- calculated total energy (a.u.) = -5260.56983

[6]
Density functional theory data (the ωB97M-V functional and the def2-TZVPD basis) for 2 unconnected molecules or ions with the total composition C5H9NO in a non-equilibrium geometry.

Geometry as ORCA input:
```
! wB97M-V def2-TZVPD RIJCOSX def2/J DEFGRID3
* xyz 0 1
O -1.7321 2.1346 1.3350
C -1.5273 0.9093 1.6548
C -1.3115 -0.1374 0.8411
C -1.1775 0.0192 -0.6824
C -0.3644 -0.9310 -1.4836
C 0.9515 -0.8582 -1.5226
N 1.8696 -1.9290 -2.2997
H -1.4143 0.8479 2.7631
H -1.0611 -1.0890 1.2495
H 1.7125 2.7167 3.0448
H -0.8834 1.0951 -0.8282
H -2.2050 -0.0662 -1.1589
H 1.5088 2.2719 2.5200
H 1.6259 -0.0803 -1.3285
H 1.2647 -2.8023 -2.3954
H 2.7435 -2.1012 -1.7092
*
```

- energy relative to the best compared isomer or geometry (same formula, charge and spin) (kJ/mol) = 889.50

[7]
Density functional theory data (the ωB97M-V functional and the def2-TZVPD basis) for a single C5H8OS2 molecule in a non-equilibrium geometry.

Geometry as ORCA input:
```
! wB97M-V def2-TZVPD RIJCOSX def2/J DEFGRID3
* xyz 0 1
O 2.5578 0.9201 -0.6423
C 2.9017 -0.1164 0.2926
C 1.6656 -0.8249 0.8748
C 0.8326 -1.4828 -0.2029
C -0.3827 -1.1269 -0.6643
C -1.2640 -0.0694 -0.1433
S -2.8494 -0.3786 0.1305
S -0.6779 1.5572 0.1135
H 2.3065 0.4701 -1.4491
H 3.4347 0.3843 1.1073
H 3.5709 -0.8520 -0.1536
H 2.0430 -1.6102 1.5402
H 1.0679 -0.1320 1.4563
H 1.2760 -2.3716 -0.6330
H -0.8824 -1.7814 -1.3734
H 0.6379 1.3964 -0.2020
*
```

- SMILES = OCC/C=C\C(=S)S
- energy relative to the best compared isomer or geometry (same formula, charge and spin) (kJ/mol) = 114.34

[8]
Density functional theory data (the ωB97M-V functional and the def2-TZVPD basis) for a single C5H12N2O molecule.

Geometry as ORCA input:
```
! wB97M-V def2-TZVPD RIJCOSX def2/J DEFGRID3
* xyz 0 1
C -2.1968 -0.3853 0.3516
N -1.8980 0.7551 -0.4907
C -0.7308 1.4610 -0.5381
O -0.6213 2.4524 -1.2332
C 0.4065 1.0044 0.3497
N 0.7278 -0.4083 0.2107
C 1.8386 -0.7381 1.0584
C 0.9723 -0.7942 -1.1666
H -3.2648 -0.3594 0.5570
H -1.7390 -0.2429 1.3285
H -1.8817 -1.3568 -0.0090
H -2.5160 0.9583 -1.2635
H 0.1269 1.1704 1.3935
H 1.2888 1.6140 0.1265
H 2.7545 -0.1804 0.8210
H 2.0802 -1.7950 1.0512
H 1.5784 -0.5041 2.1001
H 1.9067 -0.3665 -1.5633
H 0.1982 -0.4076 -1.8258
H 0.9697 -1.8770 -1.2579
*
```

- SMILES = CNC(=O)CN(C)C
- energy relative to the best compared isomer or geometry (same formula, charge and spin) (kJ/mol) = 125.41